{"formula": "C19H40N3O4S", "method": "ωB97M-V/def2-TZVPD", "symbols": ["C", "C", "S", "C", "N", "C", "N", "N", "C", "C", "C", "O", "H", "H", "H", "H", "H", "H", "H", "H", "H", "H", "H", "H", "H", "H", "H", "H", "C", "C", "C", "O", "C", "H", "H", "H", "H", "H", "H", "H", "H", "C", "C", "C", "O", "C", "H", "H", "H", "H", "H", "H", "H", "H", "C", "C", "C", "O", "C", "H", "H", "H", "H", "H", "H", "H", "H"], "positions_angstrom": [[-2.5108, 0.2828, -0.3254], [-1.5813, 0.9462, -1.3271], [-2.4543, 1.3701, -2.8708], [-2.3278, 3.1635, -2.9537], [-1.4481, 3.6584, -4.0399], [-0.1376, 3.8433, -3.8221], [0.6100, 4.6723, -4.6487], [0.4815, 3.1750, -2.8908], [1.9200, 3.1893, -2.6509], [2.7124, 2.1846, -3.4906], [1.8962, 1.0237, -4.1127], [3.0233, 0.9802, -2.9927], [-1.9421, -0.0583, 0.5376], [-3.0319, -0.5581, -0.7712], [-3.2397, 1.0035, 0.0354], [-0.7697, 0.2765, -1.6021], [-1.1845, 1.8606, -0.8838], [-2.0034, 3.5597, -1.9929], [-3.3173, 3.5357, -3.1884], [-1.8279, 4.5015, -4.4538], [0.6128, 5.6398, -4.3443], [0.2882, 4.6204, -5.6083], [-0.0612, 2.5338, -2.3288], [2.2889, 4.1855, -2.8594], [2.0694, 2.9010, -1.6145], [3.4855, 2.6032, -4.1272], [1.7616, -0.0415, -4.3124], [2.4583, 1.1329, -5.0728], [-1.1432, 0.1651, 5.3750], [-0.1230, -0.5926, 4.5258], [-1.0323, -1.4099, 3.6178], [-2.2193, -0.6325, 3.4276], [-2.2393, 0.4532, 4.3567], [-0.7475, 1.0691, 5.8340], [-1.5231, -0.4810, 6.1687], [0.4713, 0.1098, 3.9361], [0.5622, -1.2040, 5.1076], [-1.3076, -2.3612, 4.0849], [-0.5891, -1.6233, 2.6434], [-2.0399, 1.3874, 3.8176], [-3.2335, 0.5180, 4.7993], [1.8155, -3.8651, 8.2245], [2.8981, -2.9694, 8.8283], [3.1969, -2.0263, 7.6695], [1.9724, -1.8856, 6.9442], [1.0306, -2.8679, 7.3817], [1.1957, -4.3663, 8.9655], [2.2692, -4.6268, 7.5876], [2.4958, -2.4133, 9.6769], [3.7797, -3.5120, 9.1644], [3.9576, -2.4457, 7.0029], [3.5282, -1.0396, 7.9934], [0.2525, -2.3748, 7.9748], [0.5613, -3.3225, 6.5073], [-1.1000, -2.7176, -6.8693], [-1.6294, -1.3005, -6.6354], [-0.7548, -0.8340, -5.4791], [0.5014, -1.4962, -5.6381], [0.3914, -2.5363, -6.6198], [-1.3125, -3.1069, -7.8627], [-1.5272, -3.4033, -6.1358], [-1.4543, -0.6833, -7.5188], [-2.6911, -1.2624, -6.3985], [-1.1831, -1.1205, -4.5122], [-0.5899, 0.2447, -5.4665], [0.9110, -2.2202, -7.5292], [0.8783, -3.4324, -6.2378]], "lowdin_charge": [-0.1434, -0.5364, 0.9153, -0.4524, 0.0528, -0.3806, 0.1686, 0.1354, -0.0674, -0.3368, 0.0232, -0.0345, 0.0706, 0.0764, 0.0791, 0.0719, 0.0659, 0.0951, 0.0845, 0.1515, 0.1278, 0.1205, 0.0987, 0.1206, 0.1426, 0.1507, 0.1164, 0.0932, -0.1618, -0.1604, -0.2029, -0.1573, -0.2083, 0.1135, 0.1134, 0.1144, 0.0866, 0.1167, 0.1103, 0.1116, 0.1167, -0.1648, -0.1656, -0.2002, -0.1645, -0.2137, 0.1128, 0.1145, 0.1141, 0.1123, 0.1175, 0.1168, 0.1186, 0.1128, -0.1594, -0.1602, -0.2333, -0.1680, -0.1879, 0.1152, 0.1163, 0.1151, 0.1132, 0.1054, 0.0912, 0.1197, 0.1204], "e_tot_ev": -43836.0971, "mol_weight_g_mol": 406.6, "total_charge": 1, "lumo_energy_ev": -2.90, "max_force_ha_per_bohr": 0.0756}

***

{"formula": "C19H41B3N2O32S7", "method": "ωB97M-V/def2-TZVPD", "symbols": ["C", "C", "N", "B", "O", "B", "O", "B", "C", "C", "C", "N", "O", "O", "H", "H", "H", "H", "H", "H", "H", "H", "H", "H", "H", "H", "H", "C", "C", "O", "S", "O", "O", "O", "H", "H", "H", "H", "C", "C", "O", "S", "O", "O", "O", "H", "H", "H", "H", "C", "C", "O", "S", "O", "O", "O", "H", "H", "H", "H", "C", "C", "O", "S", "O", "O", "O", "H", "H", "H", "H", "C", "C", "O", "S", "O", "O", "O", "H", "H", "H", "H", "C", "C", "O", "S", "O", "O", "O", "H", "H", "H", "H", "C", "C", "O", "S", "O", "O", "O", "H", "H", "H", "H"], "positions_angstrom": [[3.5369, -3.7629, 2.7854], [3.2072, -2.3001, 2.4363], [2.7517, -1.5016, 3.6464], [2.1150, -0.3129, 3.1156], [2.6840, 0.5228, 2.1488], [1.7087, 0.8467, 1.2141], [0.4137, 0.3344, 1.1876], [0.0244, -0.2598, 2.4013], [-1.1899, -1.2738, 2.6002], [-1.0803, -2.4881, 1.5943], [-1.5236, -3.8120, 2.2659], [-2.4107, -3.8593, 3.3901], [-1.1053, -4.8656, 1.8302], [0.8088, 0.0351, 3.5379], [4.4696, -3.8211, 3.3652], [3.6637, -4.3030, 1.8289], [2.6801, -4.2192, 3.3109], [2.3384, -2.3155, 1.7361], [4.0208, -1.7464, 1.9478], [1.9559, -2.0415, 3.9952], [2.0035, 1.6095, 0.3489], [-2.1718, -0.7694, 2.5492], [-1.0556, -1.7060, 3.6080], [-0.0166, -2.5509, 1.3060], [-1.6256, -2.3030, 0.6547], [-3.0064, -3.0329, 3.4116], [-1.8894, -3.9094, 4.2628], [-1.2456, -0.6051, -3.7051], [0.1297, -1.1067, -4.0878], [0.8882, -1.0439, -2.8732], [-0.0875, -1.3270, -1.6223], [0.0388, -2.6958, -1.2567], [0.0650, -0.2726, -0.6775], [-1.4826, -1.1382, -2.3916], [-1.2668, 0.4780, -3.6401], [-2.0148, -0.9405, -4.3951], [0.5938, -0.5008, -4.8619], [0.0963, -2.1497, -4.4150], [2.6399, 3.3300, 4.3781], [3.2107, 4.6217, 3.8427], [3.0481, 5.5632, 4.9108], [3.1805, 4.7942, 6.3189], [4.5048, 4.9546, 6.8000], [2.0444, 5.1085, 7.1058], [3.0282, 3.2949, 5.7568], [1.5482, 3.3309, 4.3302], [3.0235, 2.4605, 3.8500], [2.6970, 4.9617, 2.9469], [4.2797, 4.5266, 3.6349], [-2.3331, 4.5933, -4.8528], [-1.1840, 4.0086, -5.6437], [-1.3482, 2.5876, -5.5213], [-2.9166, 2.2437, -5.4279], [-3.3747, 1.8622, -6.7132], [-3.1199, 1.4308, -4.2784], [-3.4446, 3.7217, -5.1171], [-2.1291, 4.5702, -3.7840], [-2.5674, 5.6082, -5.1521], [-0.2149, 4.3187, -5.2608], [-1.2551, 4.2678, -6.7027], [-4.8406, 4.2420, -0.9073], [-4.3020, 5.2788, 0.0559], [-3.7275, 6.2875, -0.7839], [-4.5668, 6.3807, -2.1509], [-5.4932, 7.4459, -2.0452], [-3.6578, 6.2688, -3.2376], [-5.3678, 4.9975, -2.0039], [-4.0428, 3.5995, -1.2875], [-5.6179, 3.6261, -0.4616], [-3.5550, 4.8712, 0.7323], [-5.1052, 5.7382, 0.6367], [-2.7854, -7.3459, 1.0333], [-1.6611, -8.0623, 0.3158], [-1.8617, -9.4489, 0.6201], [-3.4351, -9.7369, 0.7724], [-3.9216, -10.2608, -0.4538], [-3.6520, -10.3884, 2.0128], [-3.9228, -8.2109, 0.8935], [-2.5673, -7.2367, 2.0963], [-2.9961, -6.3689, 0.6079], [-0.6788, -7.7331, 0.6462], [-1.7397, -7.9392, -0.7676], [1.4097, -5.4041, -2.4575], [2.8876, -5.0937, -2.3528], [3.2645, -5.5578, -1.0519], [2.3737, -6.8429, -0.6678], [3.1187, -8.0122, -0.9605], [1.7805, -6.6110, 0.5988], [1.2509, -6.6683, -1.8042], [0.8123, -4.6679, -1.9235], [1.0716, -5.4648, -3.4903], [3.0986, -4.0318, -2.4577], [3.4654, -5.6539, -3.0923], [2.4094, 8.0586, -0.0616], [3.5728, 7.4344, -0.8020], [3.4558, 6.0307, -0.5405], [1.9031, 5.6440, -0.3981], [1.4468, 5.1289, -1.6376], [1.7292, 4.9442, 0.8240], [1.3281, 7.1340, -0.2292], [2.6197, 8.1479, 1.0065], [2.1405, 9.0342, -0.4591], [4.5341, 7.8096, -0.4606], [3.4861, 7.5867, -1.8803]], "lowdin_charge": [-0.0683, -0.2321, 0.1452, -0.6885, 0.2514, -0.3231, 0.1544, -0.4916, -0.0390, -0.0907, -0.4529, 0.1111, 0.0740, 0.2648, 0.0797, 0.0693, 0.0807, 0.1100, 0.1233, 0.1173, 0.1266, 0.1169, 0.1042, 0.1005, 0.1148, 0.0817, 0.0992, -0.1698, -0.1529, -0.1810, 0.6556, -0.2250, -0.1944, -0.1671, 0.1018, 0.1394, 0.1385, 0.1306, -0.1527, -0.1613, -0.1896, 0.6100, -0.2188, -0.2185, -0.1801, 0.1420, 0.1270, 0.1044, 0.1382, -0.1832, -0.1487, -0.1961, 0.6112, -0.2061, -0.2377, -0.1730, 0.1219, 0.1265, 0.1380, 0.1350, -0.1587, -0.1614, -0.1831, 0.6258, -0.2023, -0.2317, -0.1787, 0.1335, 0.1379, 0.1371, 0.1354, -0.1745, -0.1606, -0.1849, 0.6047, -0.2258, -0.2215, -0.1908, 0.1290, 0.1257, 0.1196, 0.1344, -0.1633, -0.1608, -0.1918, 0.6013, -0.2101, -0.2221, -0.1884, 0.0977, 0.1373, 0.1345, 0.1334, -0.1600, -0.1619, -0.1840, 0.6055, -0.2162, -0.2260, -0.1839, 0.1356, 0.1379, 0.1383, 0.1348], "e_tot_ev": -166743.9701, "mol_weight_g_mol": 1066.4, "lumo_energy_ev": -0.28, "max_force_ha_per_bohr": 0.1026}

***

{"formula": "C19H42AuNO2P3S", "method": "ωB97M-V/def2-TZVPD", "symbols": ["Au", "P", "P", "P", "H", "C", "C", "H", "C", "C", "C", "C", "C", "C", "C", "C", "C", "H", "H", "H", "H", "H", "H", "H", "H", "H", "H", "H", "H", "H", "H", "H", "H", "H", "H", "H", "H", "H", "H", "H", "H", "H", "H", "H", "H", "H", "C", "C", "C", "C", "C", "C", "S", "H", "H", "H", "H", "H", "H", "N", "C", "C", "O", "O", "H", "H", "H", "H", "H"], "positions_angstrom": [[-0.1024, -0.7275, -0.0750], [-0.0252, -2.7583, 1.0826], [2.0847, -0.0807, 0.5061], [-2.4336, -0.7782, -0.6338], [1.0624, 3.6225, -5.4025], [-0.0003, 3.5242, -5.1380], [-0.5152, 4.4330, -4.2857], [0.1181, 5.0937, -3.6752], [0.2486, -4.1412, -0.0771], [1.2287, -3.0954, 2.3614], [-1.5212, -3.1684, 2.0215], [2.7210, 1.5464, 0.0882], [2.3729, 0.1052, 2.2961], [3.3634, -1.1640, -0.2157], [-3.2064, 0.3534, -1.8129], [-3.5580, -0.6502, 0.7919], [-2.7410, -2.4309, -1.3582], [-0.6200, 2.8633, -5.7791], [-1.5780, 4.6608, -4.3215], [0.2408, -5.1053, 0.4560], [1.2223, -4.0195, -0.5718], [-0.5119, -4.1525, -0.8687], [1.0894, -4.1183, 2.7289], [1.0889, -2.4206, 3.2052], [2.2492, -2.9895, 1.9919], [-1.3289, -4.0739, 2.6088], [-2.3826, -3.3521, 1.3786], [-1.7708, -2.3553, 2.7155], [3.7304, 1.6898, 0.5007], [2.0372, 2.3334, 0.4322], [2.7879, 1.5604, -0.9958], [3.4584, 0.1228, 2.4683], [1.9053, -0.6907, 2.8780], [1.9303, 1.0632, 2.6011], [4.3341, -0.9268, 0.2507], [3.4069, -0.9562, -1.2988], [3.1026, -2.2223, -0.0592], [-4.2200, -0.0394, -1.9725], [-2.6452, 0.3733, -2.7565], [-3.2791, 1.3553, -1.3682], [-4.3531, 0.0342, 0.4694], [-3.0585, -0.2546, 1.6873], [-3.9919, -1.6335, 1.0062], [-3.7393, -2.3638, -1.8160], [-2.7096, -3.2176, -0.5891], [-1.9669, -2.6183, -2.1198], [0.4294, 2.4679, -2.6226], [0.3350, 1.4880, -3.6385], [1.4607, 0.8704, -4.1768], [2.7092, 1.2940, -3.7437], [2.8145, 2.4592, -2.9659], [1.6764, 3.0897, -2.4213], [-1.0944, 3.3209, -2.1580], [-0.9582, 3.7827, -0.8920], [-0.6504, 1.2255, -4.0254], [1.3672, 0.1723, -5.0068], [3.6083, 0.7530, -4.0425], [3.7925, 2.9095, -2.7626], [1.6867, 4.0795, -1.9252], [-1.4331, 0.2310, 6.1345], [-0.5382, 0.8017, 5.0840], [-1.0761, 0.1923, 3.8041], [-2.0868, -0.5789, 3.9628], [-0.5337, 0.5146, 2.7233], [-2.0630, -0.4124, 5.5429], [-1.9693, 0.9738, 6.5818], [-0.9113, -0.2568, 6.8667], [-0.5747, 1.8942, 5.0702], [0.4855, 0.4976, 5.2757]], "mulliken_spin": [0.3068, 0.3110, 0.1442, 0.0847, 0.0241, 0.4041, 0.2393, 0.0134, 0.0281, 0.0246, 0.0278, 0.0005, -0.0005, 0.0066, 0.0110, 0.0068, -0.0048, 0.0124, 0.0146, 0.0091, -0.0008, 0.0010, 0.0093, -0.0026, -0.0002, 0.0097, 0.0013, -0.0035, 0.0085, -0.0020, -0.0012, -0.0004, 0.0024, 0.0028, 0.0018, -0.0033, 0.0015, 0.0041, 0.0019, -0.0019, 0.0011, -0.0060, 0.0010, 0.0010, 0.0003, -0.0003, 0.1101, -0.0441, 0.0611, -0.0278, 0.0517, -0.0287, 0.2023, 0.0029, -0.0375, 0.0018, 0.0004, -0.0020, -0.0024, 0.0000, 0.0002, 0.0040, 0.0006, 0.0180, 0.0000, 0.0000, 0.0000, 0.0000, 0.0000], "e_tot_ev": -68336.7773, "mol_weight_g_mol": 638.5, "total_charge": 3, "multiplicity": 3, "lumo_energy_ev": [-7.88, -11.56], "max_force_ha_per_bohr": 0.0661}